{
  "formula": "C30H39AsNS6SbW",
  "method": "ωB97M-V with the def2-TZVPD basis set",
  "gap_ev": [6.148, 6.636],
  "charge": 1,
  "e_lumo_ev": [-4.1, -3.9],
  "relative_energy_kcal_mol": 0.0,
  "total_energy_ha": -6153.42185,
  "s_squared": 0.761,
  "homo_energy_ev": [-10.29, -10.57],
  "multiplicity": 2,
  "elements": ["W", "S", "Sb", "S", "S", "C", "C", "S", "C", "C", "S", "C", "C", "S", "H", "H", "H", "H", "H", "H", "H", "H", "H", "H", "H", "H", "C", "C", "C", "C", "C", "C", "As", "N", "C", "C", "C", "C", "C", "C", "C", "C", "C", "C", "C", "C", "C", "C", "C", "C", "C", "C", "H", "H", "H", "H", "H", "H", "H", "H", "H", "H", "H", "H", "H", "H", "H", "H", "H", "H", "H", "H", "H", "H", "H", "H", "H", "H", "H"],
  "xyz": [[-1.0977, -2.2094, -0.8000], [-1.1410, -4.6105, -0.8355], [-3.4159, -3.8622, -0.9514], [-2.9995, -2.3330, 0.7639], [-2.6069, -1.9984, -2.4485], [0.9016, -2.4710, -5.1624], [0.3531, -1.0640, -4.9364], [0.3369, -0.3662, -3.2638], [2.0630, -0.4026, -2.7483], [2.6056, -1.7631, -2.3334], [1.5511, -2.7594, -1.2222], [1.9004, -4.3918, -1.9262], [1.6039, -4.6022, -3.4216], [0.1567, -3.7433, -4.0942], [1.9848, -2.4934, -5.0575], [0.6875, -2.7367, -6.1984], [-0.6973, -1.0225, -5.2307], [0.8903, -0.3699, -5.5860], [2.1189, 0.3077, -1.9250], [2.6944, -0.0125, -3.5493], [3.5591, -1.6398, -1.8186], [2.7756, -2.3813, -3.2081], [1.3462, -5.0951, -1.3108], [2.9590, -4.5735, -1.7340], [1.4420, -5.6690, -3.5735], [2.4705, -4.3423, -4.0278], [-5.1433, 2.3786, 3.9636], [-4.0674, 2.0580, 2.9675], [-2.7318, 2.2857, 3.2476], [-1.7102, 1.9472, 2.3624], [-0.3500, 2.5000, 2.7219], [-2.0470, 1.2884, 1.1676], [-0.7654, 0.3876, -0.0168], [-0.2966, -1.2416, 0.7408], [0.0227, -1.6698, 2.0412], [0.2372, -0.7563, 3.0695], [0.5611, -1.1905, 4.3437], [0.6844, -2.5453, 4.6127], [0.4834, -3.4612, 3.5909], [0.1556, -3.0344, 2.3149], [0.7981, 1.5666, -0.1067], [2.1047, 1.3346, 0.3421], [2.6149, 0.0569, 0.9559], [3.0332, 2.3699, 0.2336], [2.7242, 3.6031, -0.3157], [3.7369, 4.7099, -0.3763], [1.4410, 3.7808, -0.8208], [0.4802, 2.7867, -0.7365], [-0.8694, 3.0410, -1.3598], [-3.4068, 1.1855, 0.8002], [-3.8515, 0.7983, -0.5836], [-4.3835, 1.5590, 1.7091], [-4.7704, 3.0194, 4.7609], [-5.5206, 1.4613, 4.4203], [-5.9876, 2.8761, 3.4860], [-2.4617, 2.7747, 4.1778], [-0.1288, 2.3244, 3.7759], [-0.3781, 3.5828, 2.5774], [0.4751, 2.1287, 2.1253], [0.1603, 0.2970, 2.8639], [0.7200, -0.4630, 5.1296], [0.9358, -2.8851, 5.6084], [0.5768, -4.5214, 3.7875], [-0.0118, -3.7672, 1.5380], [2.0354, -0.8167, 0.6852], [2.6118, 0.1140, 2.0454], [3.6490, -0.1055, 0.6473], [4.0407, 2.1907, 0.5948], [4.7480, 4.3330, -0.2298], [3.5404, 5.4486, 0.4032], [3.6968, 5.2288, -1.3340], [1.1838, 4.7149, -1.3083], [-0.8265, 3.9219, -1.9977], [-1.6460, 3.2089, -0.6111], [-1.1852, 2.2036, -1.9896], [-3.6085, -0.2279, -0.8367], [-3.3906, 1.4432, -1.3361], [-4.9310, 0.9115, -0.6710], [-5.4242, 1.4700, 1.4181]],
  "mulliken_charge": [0.973, -0.396, 0.213, -0.381, -0.374, -0.717, -0.905, 0.185, -0.075, -1.250, 0.212, -0.862, -0.871, 0.067, 0.338, 0.523, 0.397, 0.449, -0.656, 0.807, 0.581, 0.416, 0.421, 0.526, 0.472, 0.464, -1.598, 0.563, -1.408, 0.486, -1.780, 1.287, 1.957, 0.583, 0.875, -0.145, -1.071, -0.728, -0.760, -0.602, 0.726, 1.386, -1.436, -1.019, 0.286, -1.707, -1.054, -0.142, -1.638, 0.356, -1.009, -0.939, 0.362, 0.302, 0.380, 0.390, 0.506, 0.411, 0.079, 0.571, 0.450, 0.402, 0.457, 0.204, -0.453, 0.401, 0.574, 0.415, 0.410, 0.296, 0.404, 0.442, 0.513, 0.279, 0.152, -0.006, 0.168, 0.460, 0.406]
}